Record 1
# C2H6FO2Zn

A structure of composition C2H6FO2Zn at a distorted geometry (ωB97M-V with the def2-TZVPD basis set, OMol25).

Element x y z (Å)
F (-2.1127, -0.0916, 2.7053)
Zn (-1.1421, 0.5457, 1.4457)
O (0.6390, 1.3640, 1.0836)
H (0.8758, 2.2923, 0.9747)
C (-0.3756, -1.2205, -1.0931)
O (-0.3462, -0.1140, -0.1900)
C (0.8769, 0.5820, -0.0822)
H (-0.4017, -2.1606, -0.5268)
H (-1.2826, -1.1143, -1.6933)
H (0.5080, -1.1875, -1.7425)
H (1.0473, 1.2146, -0.9627)
H (1.7139, -0.1102, 0.0812)

Calculated values
Charge   +1
LUMO   -4.6 eV
Strongest force on any atom   1.2 eV/A
Orbital gap   11.9496 eV
Calculated total energy   -57394.309 eV
HOMO energy   -0.6078 Eh
Energy above the lowest of the compared OMol25 structures with the same formula, charge and spin   0.0 kJ/mol

=====

Record 2
# C2H2ClFOS

The molecule C2H2ClFOS at a distorted geometry (ωB97M-V with the def2-TZVPD basis set, OMol25).

Element x y z (Å)
C (-0.7932, 0.5085, -0.1568)
C (-0.2980, -0.9652, -0.0225)
H (-0.5391, 2.6716, 0.0858)
H (-0.7946, -1.4296, 0.8383)
O (-1.7871, 0.7396, -0.7600)
F (-0.5476, -1.7012, -1.1191)
S (0.2057, 1.7753, 0.6427)
Cl (1.4009, -1.0302, 0.3541)

Calculated values
LUMO   0.4 eV
Strongest force on any atom   1.5 eV/A
Orbital gap   10.7811 eV
Calculated total energy   -30228.596 eV
HOMO energy   -0.3809 Eh
Energy above the lowest of the compared OMol25 structures with the same formula, charge and spin   0.4 kJ/mol
SMILES   O=C(S)[C@@H](F)Cl

=====

Record 3
# C23H25F6N4

A cluster of 2 separate species, C23H25F6N4 in total at a distorted geometry (ωB97M-V with the def2-TZVPD basis set, OMol25).

Element x y z (Å)
C (4.6595, 2.7907, 2.8815)
N (4.6651, 1.6567, 1.9930)
C (5.9555, 1.2806, 1.4395)
C (6.0993, 1.9412, 0.1022)
F (7.2854, 1.7195, -0.5180)
F (5.0970, 1.5073, -0.7402)
F (5.9245, 3.3009, 0.2264)
C (3.5175, 1.0406, 1.5956)
C (3.4842, -0.3502, 1.3115)
C (2.3275, -0.9327, 0.8483)
C (1.1483, -0.1651, 0.6016)
C (-0.0567, -0.8650, 0.3556)
C (-1.3678, -0.3273, 0.3642)
C (-2.4575, -1.2321, 0.1571)
C (-3.7557, -0.7868, 0.0432)
C (-4.0344, 0.6043, 0.0368)
N (-5.3044, 1.0986, -0.2233)
C (-5.7037, 1.4652, -1.5576)
C (-6.3172, 1.2308, 0.8149)
C (-6.1132, 2.5125, 1.5695)
F (-7.1251, 2.8244, 2.4235)
F (-4.9491, 2.4352, 2.3030)
F (-5.9532, 3.5639, 0.6955)
C (-2.9782, 1.5064, 0.2906)
C (-1.7219, 1.0414, 0.6050)
C (1.2896, 1.2616, 0.6897)
C (2.3535, 1.8166, 1.3668)
H (3.9336, 2.6330, 3.6928)
H (5.6630, 2.8885, 3.3132)
H (4.3957, 3.7274, 2.3669)
H (6.7342, 1.6586, 2.1075)
H (6.0110, 0.2002, 1.2884)
H (4.3781, -0.9421, 1.5020)
H (2.2951, -2.0069, 0.6778)
H (0.0071, -1.9569, 0.3556)
H (-2.2358, -2.2977, 0.0820)
H (-4.5943, -1.4733, -0.0924)
H (-5.2049, 0.8105, -2.2872)
H (-6.7907, 1.3487, -1.6403)
H (-5.4293, 2.5061, -1.7959)
H (-7.3003, 1.2635, 0.3345)
H (-6.2191, 0.4094, 1.5334)
H (-3.2092, 2.5730, 0.2613)
H (-1.0284, 1.7486, 1.0508)
H (0.5660, 1.9262, 0.2181)
H (2.3721, 2.8776, 1.6304)
C (0.5943, -5.6152, -3.6717)
N (0.7286, -4.3852, -2.9004)
C (0.1165, -4.0960, -1.7044)
N (0.4466, -2.8687, -1.3107)
C (1.3116, -2.3501, -2.2514)
C (1.4879, -3.2774, -3.2548)
H (1.2005, -5.5290, -4.5789)
H (0.9371, -6.4866, -3.0979)
H (-0.4512, -5.7892, -3.9602)
H (-0.5206, -4.8264, -1.2166)
H (1.7685, -1.3759, -2.1711)
H (2.0673, -3.2342, -4.1562)

Calculated values
Charge   +1
LUMO   -4.7 eV
Strongest force on any atom   2.0 eV/A
Orbital gap   6.3969 eV
Calculated total energy   -46515.032 eV
HOMO energy   -0.4067 Eh
Energy above the lowest of the compared OMol25 structures with the same formula, charge and spin   24.5 kJ/mol

=====

Record 4
# C6H12O4S2

The molecule C6H12O4S2 at a distorted geometry (ωB97M-V with the def2-TZVPD basis set, OMol25).

Element x y z (Å)
C (-1.0147, 0.9019, -0.4563)
C (0.6334, -1.3110, 0.3587)
C (-2.3344, 0.6970, -1.1326)
C (-0.4106, 2.2546, -0.2879)
C (0.2308, -2.7587, 0.2824)
C (1.8938, -0.8220, 0.9059)
O (-2.0322, -0.8430, 1.3291)
O (-0.3864, 0.7831, 2.1436)
O (1.3362, 0.4031, -1.7649)
O (-0.4663, -1.2380, -2.1099)
S (-0.8214, -0.1445, 1.1260)
S (0.2223, -0.3510, -1.2387)
H (-2.1431, 0.1067, -1.9342)
H (-2.6826, 1.6727, -1.4262)
H (-2.9723, 0.2227, -0.5009)
H (-0.1598, 2.1919, 0.7479)
H (-1.0649, 3.1494, -0.4380)
H (0.4572, 2.3046, -0.8317)
H (-0.6842, -2.8392, 0.8175)
H (1.0918, -3.4239, 0.5770)
H (0.1653, -2.9410, -0.8686)
H (2.0856, -1.3798, 1.7600)
H (1.8897, 0.2557, 1.0741)
H (2.6996, -1.0306, 0.0502)

Calculated values
LUMO   0.5 eV
Strongest force on any atom   3.9 eV/A
Orbital gap   10.5090 eV
Calculated total energy   -36273.884 eV
HOMO energy   -0.3687 Eh
Energy above the lowest of the compared OMol25 structures with the same formula, charge and spin   151.7 kJ/mol

=====

Record 5
# C5H6N4O2

A cluster of 2 separate species, C5H6N4O2 in total at a distorted geometry (ωB97M-V with the def2-TZVPD basis set, OMol25).

Element x y z (Å)
C (-1.9056, 0.2812, -0.3502)
C (2.2697, 1.2696, 0.0770)
C (1.2127, -0.4157, -1.3168)
C (0.9071, -0.6957, 1.1564)
C (1.3062, 0.0246, -0.0745)
N (-2.1816, -0.8670, 0.2128)
N (-3.0355, 0.9781, -0.5429)
N (-3.5042, -0.8955, 0.3956)
N (-4.0133, 0.2253, -0.0964)
O (2.6473, 1.5388, 1.2498)
O (2.6879, 1.8622, -0.9788)
H (1.5739, 0.1590, -2.0914)
H (-0.9421, 0.7442, -0.6777)
H (0.7278, -1.4330, -1.4609)
H (-0.2410, -0.6950, 1.1923)
H (0.9971, -1.8327, 1.1880)
H (1.4936, -0.2484, 2.1177)

Calculated values
Charge   -2
LUMO   6.6 eV
Strongest force on any atom   3.9 eV/A
Orbital gap   8.1592 eV
Calculated total energy   -15335.845 eV
HOMO energy   -0.0565 Eh

=====

Record 6
# C17H14BrN4O2Tl

A structure of composition C17H14BrN4O2Tl at a distorted geometry (ωB97M-V with the def2-TZVPD basis set, OMol25).

Element x y z (Å)
Tl (0.1287, -0.0487, 0.3908)
O (1.6095, -3.8733, 1.1583)
C (1.4087, -2.7711, 0.7041)
N (0.1644, -2.2325, 0.5204)
C (-0.9030, -2.8504, 1.2633)
C (-2.0849, -1.9498, 1.5149)
C (-3.2477, -2.4811, 2.0607)
C (-4.3414, -1.6602, 2.2450)
C (-4.2538, -0.3109, 1.9043)
C (-3.0638, 0.1602, 1.4081)
N (-2.0163, -0.6623, 1.2109)
C (2.5582, -1.9477, 0.1864)
C (3.7674, -2.5737, -0.0590)
C (4.8010, -1.8332, -0.6122)
C (4.6106, -0.4825, -0.8709)
C (3.3985, 0.0900, -0.5386)
N (2.3997, -0.6428, -0.0356)
H (-0.5436, -3.2731, 2.2060)
H (-1.2797, -3.6939, 0.6748)
H (-3.2799, -3.5263, 2.3390)
H (-5.2638, -2.0634, 2.6409)
H (-5.0964, 0.3561, 2.0142)
H (-2.9332, 1.2026, 1.1491)
H (3.8622, -3.6249, 0.1723)
H (5.7439, -2.3082, -0.8479)
H (5.3908, 0.1251, -1.3062)
H (3.2214, 1.1493, -0.6707)
O (-0.6777, 5.2233, -3.1639)
C (-0.5174, 4.2315, -2.3129)
C (-0.1937, 4.3965, -0.9592)
C (-0.0339, 3.2849, -0.1732)
N (-0.1742, 2.0357, -0.6563)
C (-0.4915, 1.8887, -1.9543)
Br (-0.6470, 0.0981, -2.5187)
C (-0.6804, 2.9305, -2.8139)
H (-0.5478, 6.0989, -2.7688)
H (-0.0656, 5.3791, -0.5252)
H (0.2136, 3.3806, 0.8753)
H (-0.9421, 2.7791, -3.8513)

Calculated values
Charge   +2
LUMO   -8.4 eV
Strongest force on any atom   1.2 eV/A
Orbital gap   6.9913 eV
Calculated total energy   -102632.009 eV
HOMO energy   -0.5669 Eh